<P>
A cluster of 2 separate species, CHClFO3 in total. Source: the Open Molecules 2025 dataset; level of theory: ωB97M-V with the def2-TZVPD basis set.

Properties
total charge = +1
gap between HOMO and LUMO (alpha / beta) = 9.66 / 9.65 eV
E_HOMO (alpha / beta) = -17.559 / -17.565 eV

Last columns: bonded neighbours and bond lengths (Å).
Positions of all 7 atoms, in Å:
1 C 0.17 -0.32 1.14  F5 1.304, Cl6 1.674, H7 1.107
2 O -0.22 0.27 -2.77  O4 1.204
3 O -0.50 0.39 -0.67  O4 1.235
4 O 0.24 0.35 -1.66  O2 1.204, O3 1.235
5 F 1.44 -0.18 0.87  C1 1.304
6 Cl -0.63 0.61 2.28  C1 1.674
7 H -0.50 -1.13 0.81  C1 1.107


<Q>
A cluster of 2 separate species, CHClFO3 in total. Source: the Open Molecules 2025 dataset; level of theory: ωB97M-V with the def2-TZVPD basis set.

Properties
total charge = +1
gap between HOMO and LUMO (alpha / beta) = 9.79 / 9.79 eV
E_HOMO (alpha / beta) = -17.888 / -17.887 eV

Last columns: bonded neighbours and bond lengths (Å).
Positions of all 7 atoms, in Å:
1 C 0.09 -0.76 -0.30  F5 1.288, Cl6 1.629, H7 1.103
2 O 3.86 0.36 0.13  O4 1.199
3 O 1.71 0.39 0.24  O4 1.281
4 O 2.80 -0.12 -0.19  O2 1.199, O3 1.281
5 F 0.28 -0.64 -1.57  C1 1.288
6 Cl 0.26 -2.23 0.39  C1 1.629
7 H -0.52 0.04 0.14  C1 1.103


<R>
The ion CHClFO3 with charge +1. Source: the Open Molecules 2025 dataset; level of theory: ωB97M-V with the def2-TZVPD basis set.

Properties
total charge = +1
gap between HOMO and LUMO (alpha / beta) = 10.40 / 7.28 eV
E_HOMO (alpha / beta) = -17.653 / -17.262 eV

Last columns: bonded neighbours and bond lengths (Å).
Positions of all 7 atoms, in Å:
1 C 0.29 0.36 -0.65  O3 1.216, F5 1.288, Cl6 2.145, H7 1.174
2 O -1.29 -1.86 1.36  O4 1.137
3 O 0.13 -0.75 -0.18  C1 1.216, O4 1.643
4 O -1.05 -0.83 0.97  O2 1.137, O3 1.643
5 F -0.65 1.24 -0.58  C1 1.288
6 Cl 1.71 1.22 0.72  C1 2.145
7 H 0.86 0.61 -1.64  C1 1.174


Most stable structure: <Q>


<P>
The molecule C3H4S. Source: the Open Molecules 2025 dataset; level of theory: ωB97M-V with the def2-TZVPD basis set.

Properties
gap between HOMO and LUMO = 9.82 eV
E_HOMO = -8.747 eV

Last columns: bonded neighbours and bond lengths (Å).
Positions of all 8 atoms, in Å:
1 S -1.98 -0.08 -0.08  C2 1.884, H5 1.365
2 C -0.17 -0.20 -0.57  S1 1.884, C3 1.486, C4 1.551, H6 1.063
3 C 1.00 -0.41 0.33  C2 1.486, C4 1.321, H7 1.018
4 C 0.89 0.83 -0.09  C2 1.551, C3 1.321, H8 1.063
5 H -2.05 -0.71 1.13  S1 1.365
6 H -0.07 -0.20 -1.62  C2 1.063
7 H 1.25 -1.10 1.04  C3 1.018
8 H 1.13 1.87 -0.14  C4 1.063


<Q>
The molecule C3H4S. Source: the Open Molecules 2025 dataset; level of theory: ωB97M-V with the def2-TZVPD basis set.

Properties
gap between HOMO and LUMO (alpha / beta) = 8.26 / 7.46 eV
E_HOMO (alpha / beta) = -8.710 / -8.286 eV

Last columns: bonded neighbours and bond lengths (Å).
Positions of all 8 atoms, in Å:
1 C 0.88 0.61 -0.72  C2 1.325, S4 1.910
2 C 0.44 1.85 -0.86  C1 1.325, H5 1.002, H6 1.006
3 C -0.51 -1.89 1.04  S4 1.763, H7 1.132, H8 1.123
4 S 0.03 -1.08 -0.43  C1 1.910, C3 1.763
5 H -0.44 2.33 -0.84  C2 1.002
6 H 1.11 2.55 -1.13  C2 1.006
7 H -0.94 -1.35 1.94  C3 1.132
8 H -0.57 -3.01 1.00  C3 1.123


Most stable structure: <P>


<P>
The molecule C5H10O3. Source: the Open Molecules 2025 dataset; level of theory: ωB97M-V with the def2-TZVPD basis set.

Properties
gap between HOMO and LUMO = 10.81 eV
E_HOMO = -10.057 eV

Last columns: bonded neighbours and bond lengths (Å).
Positions of all 18 atoms, in Å:
1 O 1.05 -1.01 -2.02  C2 1.202
2 C 1.43 -0.73 -0.92  O1 1.202, O3 1.321, C4 1.440
3 O 2.06 -1.66 -0.22  C2 1.321, H9 0.970
4 C 1.11 0.47 -0.19  C2 1.440, C5 1.529, H10 1.181, H11 1.145
5 C 0.16 0.14 0.96  C4 1.529, C6 1.469, H12 1.108, H13 1.153
6 C -1.21 -0.19 0.55  C5 1.469, C7 1.482, H14 1.115, H15 1.143
7 C -1.93 1.04 0.15  C6 1.482, O8 1.439, H16 1.249, H17 1.061
8 O -2.28 1.69 1.39  C7 1.439, H18 0.996
9 H 2.22 -2.49 -0.69  O3 0.970
10 H 0.71 1.25 -0.98  C4 1.181
11 H 2.10 0.81 0.27  C4 1.145
12 H 0.50 -0.71 1.58  C5 1.108
13 H 0.13 1.11 1.58  C5 1.153
14 H -1.75 -0.69 1.39  C6 1.115
15 H -0.99 -0.83 -0.36  C6 1.143
16 H -3.05 0.68 -0.27  C7 1.249
17 H -1.32 1.70 -0.41  C7 1.061
18 H -2.46 2.66 1.32  O8 0.996


<Q>
The molecule C5H10O3. Source: the Open Molecules 2025 dataset; level of theory: ωB97M-V with the def2-TZVPD basis set.

Properties
gap between HOMO and LUMO = 6.80 eV
E_HOMO = -6.323 eV

Last columns: bonded neighbours and bond lengths (Å).
Positions of all 18 atoms, in Å:
1 C -0.99 0.43 -0.73  C2 1.456, C3 1.486, O6 1.337
2 C -0.90 -0.02 0.65  C1 1.456, C4 1.733, H12 1.088, H13 1.086
3 C -0.60 1.80 -1.16  C1 1.486, H14 1.087, H15 1.089, H16 1.095
4 C 0.74 -0.54 0.78  C2 1.733, C5 1.383, O7 1.612, O8 1.395
5 C 1.08 -1.72 1.42  C4 1.383, H17 1.080, H18 1.079
6 O -1.69 -0.25 -1.65  C1 1.337, H9 0.967
7 O 0.77 -0.67 -0.83  C4 1.612, H10 0.973
8 O 1.49 0.59 1.10  C4 1.395, H11 0.966
9 H -1.97 -1.10 -1.29  O6 0.967
10 H 1.55 -0.83 -1.39  O7 0.973
11 H 2.42 0.31 1.14  O8 0.966
12 H -1.55 -0.86 0.86  C2 1.088
13 H -1.06 0.77 1.38  C2 1.086
14 H 0.29 2.11 -0.60  C3 1.087
15 H -0.42 1.84 -2.23  C3 1.089
16 H -1.42 2.48 -0.93  C3 1.095
17 H 1.74 -1.70 2.27  C5 1.080
18 H 0.51 -2.61 1.20  C5 1.079


<R>
The molecule C5H10O3. Source: the Open Molecules 2025 dataset; level of theory: ωB97M-V with the def2-TZVPD basis set.

Properties
gap between HOMO and LUMO = 10.54 eV
E_HOMO = -9.623 eV

Last columns: bonded neighbours and bond lengths (Å).
Positions of all 18 atoms, in Å:
1 C -1.11 0.26 1.30  C2 1.334, H9 1.086, H10 1.082
2 C -0.43 0.45 0.17  C1 1.334, O3 1.440, C5 1.514
3 O -0.50 1.78 -0.39  C2 1.440, C4 1.427
4 C 0.71 2.52 -0.25  O3 1.427, H11 1.095, H12 1.097, H13 1.094
5 C 0.51 -0.46 -0.59  C2 1.514, O6 1.410, O7 1.466, H14 1.094
6 O 0.82 0.04 -1.87  C5 1.410, H15 0.973
7 O -0.17 -1.73 -0.84  C5 1.466, C8 1.411
8 C -0.34 -2.60 0.25  O7 1.411, H16 1.095, H17 1.094, H18 1.094
9 H -1.72 1.05 1.72  C1 1.086
10 H -1.06 -0.66 1.88  C1 1.082
11 H 1.32 2.42 -1.15  C4 1.095
12 H 1.30 2.21 0.62  C4 1.097
13 H 0.47 3.58 -0.14  C4 1.094
14 H 1.45 -0.61 -0.06  C5 1.094
15 H -0.05 0.30 -2.23  O6 0.973
16 H 0.37 -2.42 1.06  C8 1.095
17 H -1.37 -2.51 0.62  C8 1.094
18 H -0.21 -3.63 -0.09  C8 1.094


Most stable structure: <P>


<P>
The ion C6H10O with charge +1. Source: the Open Molecules 2025 dataset; level of theory: ωB97M-V with the def2-TZVPD basis set.

Properties
total charge = +1
spin multiplicity = 2
gap between HOMO and LUMO (alpha / beta) = 10.83 / 7.44 eV
E_HOMO (alpha / beta) = -14.527 / -14.998 eV

Last columns: bonded neighbours and bond lengths (Å).
Positions of all 17 atoms, in Å:
1 O -1.22 -1.14 0.03  C2 1.205
2 C -1.25 -1.00 -1.16  O1 1.205, C3 1.472, H8 1.104
3 C -0.60 0.07 -1.94  C2 1.472, C4 1.542, H9 1.077, H10 1.149
4 C -0.30 1.26 -1.00  C3 1.542, C5 1.512, H11 1.082, H12 1.088
5 C -0.09 0.75 0.41  C4 1.512, C6 1.382, H13 1.086
6 C 1.10 0.29 0.93  C5 1.382, C7 1.471, H14 1.088
7 C 1.11 -0.48 2.18  C6 1.471, H15 1.085, H16 1.098, H17 1.098
8 H -1.58 -1.90 -1.71  C2 1.104
9 H -1.12 0.41 -2.82  C3 1.077
10 H 0.20 -0.64 -1.54  C3 1.149
11 H -1.03 2.05 -0.88  C4 1.082
12 H 0.62 1.73 -1.33  C4 1.088
13 H -0.97 0.72 1.04  C5 1.086
14 H 1.99 0.15 0.31  C6 1.088
15 H 1.73 -0.12 3.00  C7 1.085
16 H 0.09 -0.63 2.57  C7 1.098
17 H 1.32 -1.52 1.90  C7 1.098


<Q>
The ion C6H10O with charge +1. Source: the Open Molecules 2025 dataset; level of theory: ωB97M-V with the def2-TZVPD basis set.

Properties
total charge = +1
spin multiplicity = 2
gap between HOMO and LUMO (alpha / beta) = 10.32 / 6.70 eV
E_HOMO (alpha / beta) = -14.481 / -14.648 eV

Last columns: bonded neighbours and bond lengths (Å).
Positions of all 17 atoms, in Å:
1 C -2.08 -1.29 1.85  C2 1.511, H8 1.085, H9 1.101, H10 1.126
2 C -0.73 -1.26 1.18  C1 1.511, C3 1.514, H11 1.072, H12 1.094
3 C -0.24 -0.01 0.49  C2 1.514, C4 1.353, H13 1.066
4 C 0.85 -0.12 -0.29  C3 1.353, C5 1.427, H14 1.100
5 C 1.49 0.96 -0.96  C4 1.427, C6 1.346, H15 1.129
6 C 1.51 1.34 -2.25  C5 1.346, O7 1.330, H16 1.095
7 O 2.10 2.47 -2.64  C6 1.330, H17 0.968
8 H -2.85 -1.61 1.15  C1 1.085
9 H -2.48 -0.50 2.51  C1 1.101
10 H -1.89 -1.95 2.75  C1 1.126
11 H -0.75 -2.09 0.50  C2 1.072
12 H 0.05 -1.36 1.94  C2 1.094
13 H -0.52 0.95 0.87  C3 1.066
14 H 1.21 -1.12 -0.59  C4 1.100
15 H 1.97 1.74 -0.28  C5 1.129
16 H 0.87 0.89 -3.02  C6 1.095
17 H 1.50 2.98 -3.20  O7 0.968


<R>
The ion C6H10O with charge +1. Source: the Open Molecules 2025 dataset; level of theory: ωB97M-V with the def2-TZVPD basis set.

Properties
total charge = +1
spin multiplicity = 2
gap between HOMO and LUMO (alpha / beta) = 9.13 / 6.54 eV
E_HOMO (alpha / beta) = -14.426 / -14.464 eV

Last columns: bonded neighbours and bond lengths (Å).
Positions of all 17 atoms, in Å:
1 C -2.45 -0.03 0.95  C2 1.527, H8 1.092, H9 1.099, H10 1.089
2 C -1.27 -0.39 0.06  C1 1.527, C3 1.368, C7 1.454
3 C -1.49 -1.27 -0.97  C2 1.368, H11 1.083, H12 1.088
4 C 2.39 0.87 0.11  O5 1.412, C6 1.503, H13 1.115, H14 1.120
5 O 3.50 0.46 -0.67  C4 1.412, H15 0.964
6 C 1.08 0.36 -0.40  C4 1.503, C7 1.345, H16 1.083
7 C 0.06 0.06 0.43  C2 1.454, C6 1.345, H17 1.082
8 H -3.19 -0.83 0.82  C1 1.092
9 H -2.10 -0.16 1.98  C1 1.099
10 H -2.82 0.98 0.76  C1 1.089
11 H -2.18 -2.10 -0.95  C3 1.083
12 H -0.79 -1.26 -1.80  C3 1.088
13 H 2.47 1.98 0.05  C4 1.115
14 H 2.46 0.50 1.17  C4 1.120
15 H 3.22 0.37 -1.58  O5 0.964
16 H 1.02 0.25 -1.47  C6 1.083
17 H 0.09 0.20 1.50  C7 1.082


Most stable structure: <R>


<P>
The molecule C3H4N2OS. Source: the Open Molecules 2025 dataset; level of theory: ωB97M-V with the def2-TZVPD basis set.

Properties
gap between HOMO and LUMO = 9.90 eV
E_HOMO = -9.394 eV

Last columns: bonded neighbours and bond lengths (Å).
Positions of all 11 atoms, in Å:
1 C 1.54 -0.22 -0.11  N2 1.264, O7 1.350, H8 1.088
2 N 1.01 -0.69 -1.16  C1 1.264, N3 1.342
3 N -0.28 -1.00 -1.35  N2 1.342, C4 1.245
4 C -1.21 -0.21 -1.10  N3 1.245, S5 1.730, H9 1.095
5 S -1.08 1.29 -0.25  C4 1.730, C6 1.825
6 C -0.30 0.47 1.18  S5 1.825, O7 1.394, H10 1.084, H11 1.085
7 O 1.08 0.37 1.01  C1 1.350, C6 1.394
8 H 2.62 -0.07 -0.10  C1 1.088
9 H -2.22 -0.47 -1.45  C4 1.095
10 H -0.43 1.04 2.09  C6 1.084
11 H -0.72 -0.53 1.25  C6 1.085


<Q>
The molecule C3H4N2OS. Source: the Open Molecules 2025 dataset; level of theory: ωB97M-V with the def2-TZVPD basis set.

Properties
gap between HOMO and LUMO = 8.54 eV
E_HOMO = -9.331 eV

Last columns: bonded neighbours and bond lengths (Å).
Positions of all 11 atoms, in Å:
1 O -3.38 0.88 -0.04  C2 1.208
2 C -3.07 -0.28 0.04  O1 1.208, N3 1.431, H8 1.118
3 N -1.76 -0.85 -0.07  C2 1.431, C4 1.305
4 C -0.82 0.04 0.04  N3 1.305, N5 1.434, H9 1.064
5 N 0.54 -0.42 -0.03  C4 1.434, C6 1.410, H10 1.006
6 C 1.66 0.43 0.01  N5 1.410, S7 1.621, H11 1.143
7 S 3.23 0.03 0.00  C6 1.621
8 H -3.86 -1.04 0.24  C2 1.118
9 H -0.90 1.10 0.13  C4 1.064
10 H 0.73 -1.40 0.07  N5 1.006
11 H 1.38 1.54 0.04  C6 1.143


Most stable structure: <Q>


<P>
The molecule C3H4N2OS. Source: the Open Molecules 2025 dataset; level of theory: ωB97M-V with the def2-TZVPD basis set.

Properties
gap between HOMO and LUMO = 8.77 eV
E_HOMO = -8.664 eV

Last columns: bonded neighbours and bond lengths (Å).
Positions of all 11 atoms, in Å:
1 C 0.85 1.32 -0.55  N2 1.308, C7 1.531, H8 1.145
2 N 1.69 0.32 -0.41  C1 1.308, O3 1.519
3 O 1.27 -0.57 0.74  N2 1.519, C4 1.370
4 C 0.50 -1.50 0.09  O3 1.370, N5 1.328, H9 1.178
5 N -0.70 -1.31 -0.45  C4 1.328, S6 1.643
6 S -1.54 0.05 -0.03  N5 1.643, C7 1.962
7 C -0.28 1.47 0.47  C1 1.531, S6 1.962, H10 1.148, H11 1.293
8 H 0.86 2.02 -1.45  C1 1.145
9 H 1.08 -2.48 -0.23  C4 1.178
10 H 0.01 0.94 1.44  C7 1.148
11 H -0.84 2.56 0.87  C7 1.293


<Q>
A cluster of 2 separate species, C3H4N2OS in total. Source: the Open Molecules 2025 dataset; level of theory: ωB97M-V with the def2-TZVPD basis set.

Properties
gap between HOMO and LUMO (alpha / beta) = 5.97 / 6.13 eV
E_HOMO (alpha / beta) = -8.481 / -8.639 eV

Last columns: bonded neighbours and bond lengths (Å).
Positions of all 11 atoms, in Å:
1 C 0.52 0.51 0.81  C2 1.374, C3 1.433, H8 1.073
2 C 1.75 0.15 0.33  C1 1.374, N5 1.345, H9 1.077
3 C -0.35 -0.45 0.20  C1 1.433, N4 1.299
4 N 0.30 -1.33 -0.50  C3 1.299, N5 1.321
5 N 1.54 -0.87 -0.52  C2 1.345, N4 1.321, H10 1.042
6 O -3.31 0.88 -0.78  S7 1.708, H11 0.944
7 S -3.34 -0.24 0.51  O6 1.708
8 H 0.15 1.25 1.50  C1 1.073
9 H 2.80 0.35 0.47  C2 1.077
10 H 2.33 -1.21 -1.11  N5 1.042
11 H -2.38 0.95 -0.92  O6 0.944


<R>
A cluster of 2 separate species, C3H4N2OS in total. Source: the Open Molecules 2025 dataset; level of theory: ωB97M-V with the def2-TZVPD basis set.

Properties
gap between HOMO and LUMO = 9.01 eV
E_HOMO = -8.629 eV

Last columns: bonded neighbours and bond lengths (Å).
Positions of all 11 atoms, in Å:
1 O -0.48 1.81 -2.95  C2 1.189
2 C -1.29 1.41 -2.18  O1 1.189, N3 1.255, S4 1.822
3 N -1.88 1.33 -1.07  C2 1.255, S4 1.825, H5 0.987
4 S -2.68 0.23 -2.29  C2 1.822, N3 1.825
5 H -1.58 0.95 -0.22  N3 0.987
6 C 1.67 -1.30 1.59  C7 1.427, H9 1.028, H10 1.154, H11 1.050
7 C 0.61 -0.42 1.20  C6 1.427, N8 1.142
8 N -0.18 0.28 0.78  C7 1.142
9 H 1.32 -1.98 2.27  C6 1.028
10 H 2.36 -0.52 2.09  C6 1.154
11 H 2.12 -1.80 0.78  C6 1.050


<S>
The molecule C3H4N2OS. Source: the Open Molecules 2025 dataset; level of theory: ωB97M-V with the def2-TZVPD basis set.

Properties
gap between HOMO and LUMO = 9.52 eV
E_HOMO = -9.032 eV

Last columns: bonded neighbours and bond lengths (Å).
Positions of all 11 atoms, in Å:
1 O 2.47 0.60 0.85  S2 1.642, H8 0.899
2 S 2.16 -0.22 -0.53  O1 1.642, C3 1.976
3 C 0.19 -0.36 -0.42  S2 1.976, C4 1.358, N7 1.346
4 C -0.53 -1.00 0.53  C3 1.358, N5 1.357, H9 1.089
5 N -1.82 -0.59 0.42  C4 1.357, C6 1.298
6 C -1.83 0.38 -0.44  N5 1.298, N7 1.396, H10 0.984
7 N -0.58 0.57 -1.02  C3 1.346, C6 1.396, H11 1.055
8 H 2.82 0.09 1.50  O1 0.899
9 H -0.08 -1.72 1.21  C4 1.089
10 H -2.68 0.81 -0.70  C6 0.984
11 H -0.13 1.45 -1.39  N7 1.055


Most stable structure: <S>